Here is a structure of composition C42H92CaCl5CsN4O4P in a non-equilibrium geometry from the OMol25 dataset. Energies are from ωB97M-V/def2-TZVPD.

Summary:
**LUMO**: -5.4836 eV
**Total charge**: +1
**HOMO**: -6.8 eV
**Orbital gap**: 1.33 eV

Cartesian coordinates (Å):
H: 8.0807 -1.0768 6.9407
H: 0.3935 -5.9603 0.1553
Cs: -2.8918 -1.0511 -3.7375
Ca: 2.3499 -8.3736 -0.7277
Cl: -1.6376 -4.6222 -7.6369
H: 0.7904 1.2051 0.7623
H: -1.9673 -1.5082 0.9256
H: -5.0408 8.2036 -3.2954
H: -5.9268 1.3102 -1.9449
H: 5.5462 0.0667 2.9862
H: -4.6454 2.7853 -4.6992
C: -6.6240 -4.4207 3.2332
Cl: -1.2221 -7.4949 -7.4352
C: 2.3991 -6.4581 0.7962
H: 1.3567 -2.3104 3.3851
H: -5.0755 -2.1571 -0.2532
H: 4.2912 -1.7780 1.1073
H: 9.0654 -1.9277 5.7459
C: -9.1788 1.8935 -0.0414
H: 10.7189 -1.1728 -2.7392
H: -0.9876 -2.1055 -0.5871
H: -7.4398 -3.8276 2.5995
C: -4.6065 -3.1171 1.8731
H: -3.9589 8.2639 -5.4252
H: -2.1341 2.4845 -1.0660
H: 10.3462 -0.3075 8.9368
H: 3.0365 -0.9265 3.8097
H: 2.0667 2.8398 1.8586
C: -4.4851 7.2959 -3.5565
H: -3.0231 3.0369 -5.3547
H: 0.4391 2.4578 -2.1585
C: -8.9515 2.3653 -1.3242
O: 1.7495 -4.6361 -0.6315
H: 1.9611 1.1411 -0.8168
H: 3.3259 -5.9450 1.0732
H: -0.0518 3.6405 -0.7440
H: 4.2135 4.1004 0.4643
C: -6.9755 0.9413 -0.0969
H: 10.2586 0.5933 0.6217
H: -1.8526 0.7433 -2.7408
C: -8.1689 1.1669 0.5809
C: -0.4488 -5.8981 -7.2717
H: -3.5691 -2.8951 2.3975
H: -9.7103 2.9346 -1.8537
C: 9.6097 -0.6551 -0.9840
N: -5.3980 6.0938 -3.2999
H: -0.4615 -0.2394 -1.7952
H: -2.7756 5.1048 -3.9350
H: 2.2572 -0.8920 0.8693
C: 1.5737 -2.2782 2.2356
H: -6.3362 -2.6815 4.7346
H: -5.7595 -4.4319 5.3995
C: 9.8004 -1.2499 9.0777
C: 2.2615 2.9481 0.7093
C: -4.2113 7.2672 -5.0444
C: -6.1793 5.8928 -4.6041
C: -4.5313 -3.0928 0.2235
C: 6.6430 -1.4168 1.4388
N: -7.8034 2.1640 -2.0067
C: -1.4672 0.3720 -1.6917
H: 10.4623 -2.5233 -1.5855
H: -5.2782 6.1580 -6.5698
H: -8.3111 0.7795 1.5856
H: -2.9272 3.6127 -3.0601
H: 9.6313 -0.3952 6.4377
H: -2.4314 -4.0824 0.3203
H: -1.4183 1.3715 0.3570
H: -3.0333 -3.6090 -1.4518
C: 9.7848 -2.1165 7.8077
C: -2.0870 -1.8696 -0.1959
H: -6.9636 7.3294 -2.4813
H: -7.2055 6.2506 -4.4590
H: 4.9438 -1.9371 2.9976
H: 10.2599 -1.7810 9.9210
H: 9.1263 -1.9519 -2.6096
O: 11.0384 -2.3455 7.4571
H: 11.4322 0.4307 -0.7036
H: 7.5321 -0.6276 4.0389
H: -7.0499 5.5953 -2.0204
C: -5.4854 6.7360 -5.6629
Cl: -5.9537 -3.9155 -2.0050
C: -5.1710 -4.5533 2.4824
C: -4.6406 4.8393 -2.8208
H: -6.1358 7.5660 -5.9619
H: 7.3063 -0.5791 0.9600
O: 8.4370 -0.3121 -0.8432
C: 0.1462 2.5140 -1.0071
H: -3.1953 -1.1172 -2.0565
H: -7.0559 -5.5302 3.3158
H: -10.2712 3.7672 -3.9943
C: 1.3196 -5.4549 0.4461
H: -6.2304 4.8265 -4.8346
C: 1.3559 1.8306 -0.0814
H: 8.6949 -1.9936 2.2481
H: 11.1756 -0.9198 0.4501
H: 2.0851 -7.0943 1.6284
C: 9.1110 -1.3344 6.6679
C: -6.8404 1.4567 -1.3761
H: 4.0162 2.7918 -0.8814
H: 7.4028 -3.3653 2.5391
N: 7.4203 -1.6630 3.9726
H: -3.3661 6.6193 -5.2866
H: 9.1165 -2.9608 8.0285
C: 10.0135 -1.6406 -2.0478
C: 7.5588 -2.1863 2.5598
H: 1.8155 4.0107 0.4012
H: 4.6262 2.1442 2.3693
N: 2.0294 -0.8784 1.8874
H: 2.6319 -7.0931 -0.0648
H: 2.3780 -3.0436 1.8645
H: -6.1697 0.3780 0.3599
H: 0.5303 -2.4432 1.6877
H: -10.1202 2.0869 0.4601
O: -10.3126 4.4165 -3.2762
H: -7.5882 -3.9706 5.3090
Cl: 0.1474 -5.6949 -5.6050
H: -4.2255 5.1045 -1.8395
C: 4.8230 2.0324 1.2189
H: 1.1057 -4.8082 1.3022
H: -5.3903 4.0542 -2.6641
H: -3.4997 0.0097 -0.5523
H: -5.2391 -5.3899 1.6402
C: -3.8966 3.5461 -4.9329
C: -6.3866 6.4512 -2.1769
H: 3.8214 0.3692 0.0243
C: 10.6963 -0.1055 -0.0991
H: 3.0341 0.7496 2.9402
C: -1.2855 1.7210 -0.7521
H: -9.5851 5.0266 -3.4700
H: 5.9309 2.4387 1.0405
C: 4.8120 0.4892 0.6596
C: -3.4914 4.3183 -3.6871
C: 3.8471 2.9803 0.2754
H: -4.3961 -4.9219 3.3050
H: 1.9288 -5.2190 -1.3892
H: -3.5913 7.2226 -2.9285
H: -5.8135 6.6709 -1.2718
H: 5.6992 0.4110 -0.1305
C: -6.5542 -3.8320 4.7680
P: 4.9227 -0.8488 2.0480
H: -5.1412 -4.0465 -0.1524
C: -2.6791 -0.6269 -1.1172
H: 8.7770 -0.9913 9.3744
C: 3.1765 -0.3985 2.7484
C: -2.9781 -3.2571 -0.3312
H: 6.5636 -2.0124 4.4553
H: -5.3830 -2.2762 2.1870
Cl: 0.9172 -5.7804 -8.4095
H: 6.4441 -2.2109 0.5706
H: -4.2888 4.1970 -5.7138

Löwdin population analysis, charges in e, atoms 1 to 6: H 0.078; H 0.096; Cs 1.305; Ca 0.793; Cl 0.500; H 0.102

***

Here is a structure of composition C42H92ClNO15P4SbSi in a non-equilibrium geometry from the OMol25 dataset. Energies are from ωB97M-V/def2-TZVPD.

Summary:
**LUMO**: 1.0616 eV
**Total charge**: -1
**Energy above the lowest of the compared OMol25 structures with the same formula, charge and spin**: 94.8 kcal per mole
**HOMO**: -4.0 eV
**Orbital gap**: 5.02 eV

Cartesian coordinates (Å):
H: -10.6851 -3.6309 -0.0762
H: 4.9715 0.3613 2.9799
H: 10.8874 -4.1927 -2.8858
C: -5.5751 2.5609 0.2206
C: 10.8499 -3.3344 -3.5615
H: 5.7249 4.2413 2.4441
O: -2.6786 -3.7645 0.4427
C: -4.2916 -2.9551 -1.7212
H: 1.0019 7.2053 -1.1406
H: -5.6385 2.5779 -4.7562
H: -0.8309 -3.4664 -0.5739
H: 11.6673 -3.4304 -4.2780
C: -10.9724 -0.2381 -0.0154
H: -4.1460 0.5171 -5.9493
H: -2.0143 2.2904 -2.9801
H: -6.5352 1.1700 1.6700
H: -5.3864 -3.0265 -1.6149
C: 1.1977 6.2870 -0.5845
H: 10.9769 -1.1963 -3.4881
H: -3.8148 1.9117 -0.7675
C: 3.9229 3.0993 2.5523
H: -4.1572 -0.9045 1.7323
H: 7.4621 -4.7188 -0.8595
H: 5.8293 1.8154 -1.5762
P: -3.4098 -4.3250 -0.8860
C: 4.9976 1.6240 -2.2578
O: 2.6285 4.3262 -0.4911
O: 8.5100 -3.0538 -0.3706
H: -7.8854 1.2312 -1.1883
C: -0.8008 3.0878 0.5179
H: -11.4173 0.5579 0.5904
H: 10.5620 1.7734 1.4959
H: -7.4411 0.5605 -4.1827
O: 3.3305 1.9073 -0.5313
H: 8.5871 -4.1973 -2.0940
O: 9.0340 -0.9701 0.2955
O: 5.6087 3.5641 6.6204
H: 5.0279 3.0102 9.8856
C: -5.9505 -1.8875 1.0131
H: -2.9364 -1.3212 -1.9418
C: -5.1391 -1.2167 2.1192
H: 0.3481 2.8877 2.3086
H: -5.0494 -0.7724 -5.0853
H: -9.4283 -3.0601 -2.0454
H: 0.7362 4.3336 1.4017
H: 1.9637 5.2011 -2.2734
H: 9.3084 -5.4605 0.6103
H: 0.1511 -3.1514 1.9897
H: -0.6935 3.4388 -0.5167
C: -7.3070 1.1386 -2.1197
H: -4.0987 -3.0542 -2.7979
N: -5.9762 -3.1682 1.0719
H: -6.0675 -1.2541 -2.8609
P: 2.0123 2.8330 -0.8328
H: 8.7265 0.1067 1.9962
H: -11.7113 -1.7673 1.3354
H: -6.5636 -3.5392 0.3227
H: 4.7187 2.5841 -2.6934
O: -4.3744 -5.5463 -0.3946
H: -3.2159 -0.7489 -5.1403
H: -8.1362 -1.6039 -3.2312
O: 5.4615 3.6774 4.3767
H: -2.0030 0.7541 -2.1171
C: -4.1406 -0.1565 -5.0728
C: -5.1937 -6.2357 -2.6654
H: 3.1853 6.0744 -1.3595
C: 3.8379 0.9995 -1.5090
C: 4.9854 3.8072 7.8778
H: 10.3077 -0.6467 1.9155
H: -6.2222 -4.9499 -1.2744
H: -1.6192 3.6359 0.9827
C: 2.2802 5.4698 -1.2648
H: 4.8635 -0.1502 5.4155
H: 3.0517 0.6756 -2.1900
H: -7.6923 2.2022 0.8130
H: 5.6574 -1.2341 3.3133
C: -6.7163 -1.1243 -0.0575
C: -4.7643 2.6841 -4.1017
H: 4.1846 0.1120 -0.9749
H: -7.4641 -0.4652 0.4159
H: 6.5999 -0.4191 5.4484
C: -8.1333 0.6308 -3.3216
H: 10.8361 0.9477 -0.0496
C: 10.0986 1.1527 0.7270
C: 5.7902 -0.1636 3.4779
H: -1.5471 -2.4669 2.1265
H: -0.4156 -1.8735 0.9218
P: 9.9125 -2.1965 -0.3251
H: 9.4112 -6.2617 -0.9681
Cl: -4.4769 3.7732 1.1267
H: -4.9156 -1.9731 2.8867
O: 1.5832 2.5646 0.7288
H: -3.9442 3.2514 -4.5769
C: -2.2573 1.2189 -3.0841
O: 11.2899 -1.7648 0.0522
H: 6.0041 2.5381 2.7340
H: 3.4957 2.2478 3.0984
H: -8.9131 1.3502 -3.6357
H: 5.2004 4.8437 8.1487
O: -2.4373 -4.8934 -1.8470
H: 1.4917 6.5513 0.4329
C: -6.6745 2.1602 1.2266
H: -6.0572 -6.6184 -0.7485
C: -10.5978 -2.5726 -0.3288
C: -11.1541 -1.5369 0.4271
H: -1.0699 2.0312 0.4729
C: 8.4673 -4.3250 -1.0161
H: -4.5469 -5.5420 -3.2132
C: 9.4797 -5.3020 -0.4555
H: -5.0240 3.2692 -3.2010
C: 0.4809 3.2764 1.2974
C: -5.5115 -5.7883 -1.2243
H: -4.1970 1.0125 0.6859
P: 4.8944 2.6179 5.4909
O: 3.9529 1.8431 6.3497
C: -1.2414 -3.7950 0.3833
H: 3.2884 3.9644 2.7558
H: 9.9040 -3.3812 -4.1035
C: -10.2366 0.1000 -1.1488
H: -9.5261 -0.8533 -3.9987
H: 6.7199 0.1486 3.0008
H: 3.9020 3.7140 7.8052
O: 6.0948 1.5304 5.1909
H: 9.2948 1.7222 0.2563
H: 0.2651 5.7213 -0.5232
H: -4.8386 -7.2728 -2.6901
H: 5.3455 0.9650 -3.0550
C: 5.8074 0.1542 4.9617
C: 9.5534 -0.1286 1.3239
C: 10.9657 -2.0341 -2.7879
H: -6.6603 2.8761 2.0619
H: 6.6115 3.0849 9.0899
H: 5.4707 1.8363 8.6323
C: 5.5501 2.8804 8.9356
C: -3.7957 -1.5361 -1.2877
H: -1.5997 0.8096 -3.8685
C: -9.6466 -0.9268 -1.8875
H: -5.6719 -0.4036 2.6268
H: -10.0885 1.1343 -1.4587
C: -4.6511 1.4269 -0.2295
H: -6.9997 2.1706 -2.3763
C: -8.8152 -0.7475 -3.1545
O: 9.8452 -1.8394 -1.9322
Sb: -5.4964 -0.0918 -1.6312
C: 5.3450 3.3724 2.9840
H: 11.9087 -2.0108 -2.2402
H: -3.4314 -1.5201 -0.2520
H: -6.1589 -6.2333 -3.2079
H: -7.3115 -1.8830 -0.5936
H: -6.0145 3.1488 -0.5894
C: -0.7361 -2.7825 1.4604
H: -0.9068 -4.7942 0.6881
C: -9.8601 -2.2429 -1.4575
Si: -4.1046 0.9867 -3.5236
H: 10.5028 -4.9234 -0.5670
H: 3.8833 2.8788 1.4889
O: 2.0038 2.8144 -2.3217

Löwdin population analysis, charges in e, atoms 1 to 6: H 0.100; H 0.066; H 0.061; C -0.711; C -0.080; H 0.124